A) The following is a quantum chemistry calculation of 4 unconnected molecules or ions with the total composition H8O3S2, from OMol25.

XYZ file:
```
13
Properties=species:S:1:pos:R:3:mulliken_charge:R:1
S 0.35239 -1.71883 -2.14870 -0.17
S 1.06777 -2.46105 -0.37835 -0.17
H 2.20891 -0.93721 2.41577 0.34
H -0.00105 2.27351 2.10884 0.30
O 1.26552 -1.04052 2.59450 -0.59
O -0.35049 1.59278 1.52028 -0.64
H -1.52340 3.00426 -2.85291 0.31
H 1.55801 -3.63142 -0.80644 0.16
H -0.20762 0.77098 2.01002 0.34
H -2.80344 2.45420 -2.17085 0.31
H -0.56633 -0.92981 -1.57402 0.18
H 0.96694 -1.58071 1.84804 0.26
O -1.96721 2.20381 -2.56617 -0.62
```

Structure (SMILES): SS.O.O.O
Frontier orbital gap, eV: 9.0


B) The following is a quantum chemistry calculation of 4 unconnected molecules or ions with the total composition H8O3S2, from OMol25.

XYZ file:
```
13
Properties=species:S:1:pos:R:3:mulliken_charge:R:1
O 0.13798 -0.80834 1.37999 -0.63
S 1.72819 -0.99371 -1.94136 -0.18
H -0.51524 -4.66024 2.41672 0.32
S 0.27378 -1.21457 -3.62834 -0.18
H 0.75580 -3.51169 2.21865 0.34
H -1.96258 6.60127 -0.57823 0.32
O 0.07777 -4.01822 2.85015 -0.67
H 1.15381 -0.82060 -4.62782 0.18
H -0.54539 -1.30259 1.78367 0.32
H -0.26096 -0.03252 0.85371 0.32
H -0.88304 6.10746 0.36320 0.31
O -1.47623 6.82806 0.21905 -0.63
H 1.51609 -2.17432 -1.30939 0.18
```

Structure (SMILES): SS.O.O.O
Frontier orbital gap, eV: 8.9


Stability summary: most stable A), least stable B).


A) The following is a quantum chemistry calculation of 7 unconnected molecules or ions with the total composition C28H77N7O7, from OMol25.

XYZ file:
```
119
Properties=species:S:1:pos:R:3:mulliken_charge:R:1
H 6.35856 0.90899 0.17935 0.21
H -5.94575 -1.01164 4.40247 0.37
H 3.18585 1.67061 -3.38285 0.03
N -2.85357 2.00609 3.04697 -0.48
H 8.34890 -1.09032 2.74932 0.33
N 6.64938 4.88823 -2.43992 -0.88
H 3.91256 3.26245 -1.57618 0.08
C -1.74951 0.46034 -0.62158 -0.06
H -5.57234 -4.41846 -0.21500 0.34
C -1.40040 0.21896 3.86314 -1.05
H -4.15734 -0.65340 1.28400 0.21
H -7.51930 -0.15857 4.06975 0.28
H -1.09558 -4.12050 -0.07596 0.29
H 4.33281 2.20284 1.00008 -0.06
C 6.68320 0.81932 1.21602 -0.71
H 0.38632 2.63375 4.03813 0.49
H 0.85913 3.97089 1.33782 0.15
H 0.36419 0.21898 -5.33266 0.37
H -0.65127 1.54915 -5.11468 0.36
H 1.66121 0.83047 0.72606 -0.41
H 0.28239 -1.47253 -0.77219 0.32
N -5.68814 1.14639 2.64770 -0.55
H -4.36174 -4.00206 1.04658 0.18
H 0.18344 5.55031 1.76647 0.25
H -5.29493 -1.88420 1.71679 0.09
H 2.43186 -1.96375 0.84429 0.32
H 3.98801 4.56715 -2.78781 0.40
H -1.52976 -0.14489 2.84384 -0.06
H 3.85404 0.02946 -0.55320 0.19
C -1.57868 1.79218 3.80412 0.02
O -0.31071 0.49019 -0.65975 -0.40
H 0.26086 1.92982 2.49618 -0.15
C -1.37282 -0.63843 -4.59547 1.28
H -4.78132 -0.30710 -2.59117 0.32
C 2.79525 -0.01268 -0.80872 -1.52
C -4.72209 -4.77426 0.36689 -0.69
H 1.17197 4.62291 3.00716 0.28
C -4.74886 -1.16193 -3.26667 -0.98
O 6.07654 1.74396 2.14970 -0.42
H -5.32176 -0.84291 -4.13736 0.39
H 3.20609 2.89629 -4.50201 0.35
H 6.98436 -1.99382 3.26178 0.36
H -6.72133 -0.36460 1.54444 0.41
C 6.55598 -0.58894 1.66543 1.18
C -0.32528 2.48938 3.22518 -0.19
H -6.58057 -3.69483 4.53974 0.30
C -4.78541 -1.00179 2.10391 -0.88
N -1.39656 -3.65157 -2.94185 -0.64
C 4.61905 1.97733 2.02736 -0.37
H -0.79217 -2.66411 -4.56216 0.39
O -3.77192 -5.39735 -0.54941 -0.42
H 5.12872 5.00134 0.53539 0.26
C 3.90236 2.26657 -3.94814 -0.49
H 2.71735 -0.90101 -1.43552 0.54
H 1.60624 -1.25016 1.99653 0.30
C -2.94039 -0.64263 -4.72037 -0.87
C -0.86671 -4.83510 -0.86657 -1.34
C 0.48621 4.58036 2.16097 -0.52
H -3.99579 -4.57681 -2.29474 0.40
C 5.78386 4.35016 -1.42951 0.83
H -0.08904 -0.63875 0.81770 0.00
H -2.23496 0.79361 0.29569 -0.24
C -1.81535 -4.76115 -2.05320 0.08
H 4.45618 1.62667 -4.63509 0.30
H -0.87674 0.56370 -6.49637 0.32
C 5.47675 5.43516 -0.40204 -1.53
H 2.40088 0.77255 -1.45369 0.18
H -4.25589 -1.13276 3.04760 0.26
O -7.32957 -2.10521 3.30977 -0.30
H 6.41443 -1.25471 -0.12166 0.26
H 6.02560 5.56452 -2.85659 0.32
H -3.32524 0.37711 -4.73171 0.54
H -7.54735 -2.65959 5.39167 0.35
H -8.37098 -3.60295 4.20280 0.29
H -0.86857 -5.76083 -0.29113 0.36
H -2.17763 -0.34318 4.38084 0.33
N 7.06904 -1.47944 0.61393 -0.82
H -1.10628 -0.64862 -3.53861 -0.33
H -4.76002 1.33057 3.00091 0.31
H 6.28149 3.53194 -0.90896 0.06
C -6.76510 -0.85384 3.70115 -0.59
H -6.38205 1.74809 3.06786 0.23
H -5.24805 -2.06224 -2.90840 0.23
H 7.17214 -0.21136 3.68224 0.33
H -2.07612 -3.16952 -3.51276 0.43
C 1.74917 -0.17424 0.31263 0.97
H -2.20013 0.97661 -1.46922 0.46
H 6.39270 6.00194 -0.23498 0.43
H 4.02919 1.07740 2.20146 0.31
H 7.89247 -1.14851 0.13170 0.27
H -1.97675 -5.67434 -2.62605 0.45
H -3.15935 -0.99346 -5.72887 0.30
H 0.19529 -4.72159 -1.08425 0.38
H -0.46350 -0.12424 4.30193 0.42
C -0.68358 0.50482 -5.42523 -1.66
H -5.04672 -5.66133 0.91078 0.34
N -0.83001 -1.87276 -5.18859 -0.74
O -0.65489 3.82455 2.66440 -0.39
H -2.55198 2.22724 2.10877 0.09
H 4.26068 2.77255 2.68103 0.34
H 6.60643 4.17000 -3.14873 0.33
H 4.70417 6.11269 -0.76559 0.34
H -1.83314 2.06609 4.82799 0.40
C -3.26356 -4.44604 -1.49798 -0.34
H -2.01342 -0.57180 -0.85211 -0.08
H -3.10773 -3.40764 -1.20552 0.14
N 2.34579 -1.08213 1.32950 -0.52
O -3.46165 -1.40413 -3.67651 -0.07
C 4.57098 3.83410 -2.23023 -0.37
O 4.97361 2.76794 -3.14220 -0.37
C -7.44683 -3.05282 4.38005 -0.82
H -3.23224 2.84278 3.46728 0.31
H -1.36672 -2.21407 -5.97316 0.26
H 5.51205 -0.90227 1.67759 -0.07
C 7.27873 -0.99682 2.93404 -1.47
C 0.39799 -0.58105 -0.15573 -0.20
C -6.13249 -0.25152 2.45471 0.17
H 7.73368 1.10975 1.20047 0.32
H -1.23048 -2.92204 -2.26339 -0.07
```

Structure (SMILES): COC[C@H](C)N.COC[C@H](C)N.COC[C@H](C)N.COC[C@H](C)N.COC[C@H](C)N.COC[C@H](C)N.COC[C@H](C)N
Frontier orbital gap, eV: 9.3


B) The following is a quantum chemistry calculation of 7 unconnected molecules or ions with the total composition C28H77N7O7, from OMol25.

XYZ file:
```
119
Properties=species:S:1:pos:R:3:mulliken_charge:R:1
H 2.93252 -0.83366 -1.60303 0.41
N -1.94368 -3.86138 1.59306 -0.74
H -1.18350 -2.66528 0.02024 -0.40
N -1.24565 2.84162 -7.81522 -0.81
H 1.03658 4.62089 7.42768 0.36
N 0.61791 -6.11022 -3.43060 -0.62
H 0.04890 4.63571 1.11159 0.26
H 3.34266 3.88064 0.94243 0.30
H -5.85267 -0.10240 -2.90332 0.31
H -4.80881 -0.11756 -4.16325 0.33
H 0.39992 3.73780 -5.96032 0.48
H 3.00872 0.48541 0.23997 0.59
C -0.38744 3.13423 9.28993 -1.61
C -1.59844 3.02276 -6.39951 0.37
H 2.70819 2.71329 2.14585 0.22
H 1.82901 1.18514 7.77958 0.23
H -0.36517 1.32755 3.49327 0.27
C 0.04530 0.76502 -1.44640 -0.54
H -0.39429 -0.15690 -1.06245 -0.06
H 1.54539 -1.38151 -1.02175 -0.01
O -3.39792 -2.02734 -3.68310 -0.44
H -2.07968 3.69867 2.10075 0.29
H -0.31415 1.62941 -0.88408 0.32
H 1.30689 5.06471 2.37299 0.19
C 1.98007 -5.60201 -3.63057 0.30
C 0.25351 4.91627 2.15072 -0.85
H -1.57359 -2.96665 -3.66491 0.24
H -4.67651 -1.99656 -2.21391 0.33
H 2.07604 1.32083 -1.96945 0.07
O 1.37234 -2.69484 0.57670 0.04
C 2.05073 1.00868 0.07331 -0.83
C 3.08737 2.83866 1.11959 -0.79
H 0.39356 -4.54126 0.61861 0.32
H 0.60888 -3.75060 2.18969 0.28
H -0.50282 4.22529 9.29566 0.35
H 3.30846 -2.71290 0.01480 0.27
H 2.81937 -6.31889 -1.79173 0.21
H 0.53019 0.67102 8.66444 0.25
C 1.79421 2.95268 5.56440 -0.40
C -1.62070 3.82372 3.09917 -1.04
N 1.17345 1.43623 8.50943 -0.72
H -2.02716 4.01615 -6.26102 0.37
C 2.68655 -3.18922 0.77568 -1.00
H 6.24157 -6.18286 -2.63196 0.25
H 2.76035 -4.25937 0.55227 0.37
H -5.21029 0.24171 -0.85748 0.43
H 2.06937 0.71907 -5.66524 0.25
C 5.28853 -6.68848 -2.49091 -0.73
C 0.46506 2.66532 8.11322 1.31
C -1.99504 -2.00763 -3.97966 -0.36
H 3.04341 -2.97298 1.78259 0.25
C -0.95299 -2.93299 1.06851 1.50
H 1.41064 0.54903 0.85143 0.08
H -0.20683 2.51313 7.26054 -0.22
H -1.99201 -1.16358 1.85944 0.63
C 1.51905 3.69956 7.79049 -0.86
H 5.05614 -6.68598 -1.41898 0.31
N -5.01227 0.32845 -3.27210 -0.74
H 2.09387 3.93585 8.68407 0.41
H 3.02794 -3.75038 -3.08370 0.39
H 5.39850 -7.73210 -2.81053 0.29
C 1.64993 1.68529 -5.38158 -0.82
H -1.41065 2.76152 9.22344 0.39
H 2.21600 2.44419 -5.93272 0.41
H -1.88462 -1.95327 -5.06046 0.29
H -2.76827 -3.35926 1.89159 0.29
H -0.21634 5.90479 2.28979 0.39
H -1.53113 2.93535 4.99516 -0.04
N -3.42288 2.59084 4.25090 -0.77
C 2.01114 -4.15461 -3.19821 -1.07
C -1.45732 1.35047 3.54343 -1.17
O 0.28744 1.69982 -5.73510 -0.27
H -0.18338 0.96733 -2.49324 -0.07
H -2.94783 -1.88629 -1.64457 -0.08
H -1.99276 0.99308 -5.79158 0.17
H -4.16512 1.70974 -1.14096 0.35
H -1.78205 0.54341 4.19249 0.54
C 3.00338 -6.42637 -2.87145 -0.57
C 1.55134 0.61924 -1.31034 0.66
O -0.22736 3.92903 3.02184 -0.06
C -4.20969 0.62727 -1.05494 -1.40
C -0.29902 2.96889 -5.60656 -0.76
H 1.77900 1.79605 -4.29932 0.26
H -3.89789 2.50640 3.35524 0.25
H -3.52411 0.37217 -0.24144 0.14
H -0.81625 1.92746 -7.91500 0.26
C -1.97560 2.69787 4.02082 1.06
H -3.42091 1.79314 -6.48651 0.37
H 2.57689 2.96973 4.80249 0.07
N 1.92573 -0.74057 -1.72062 -0.42
H -2.91445 0.34866 -2.80746 -0.52
H -1.77370 1.22543 2.50059 -0.01
H 1.69922 -4.04515 -2.14891 -0.07
H -2.79470 2.13654 -4.82955 0.23
H 0.43277 -6.92368 -4.00213 0.26
H -1.50325 -1.16793 -3.49015 0.03
H 2.83374 -7.47817 -3.15009 0.34
C -3.69305 -1.54149 -2.36943 -0.23
C -0.98497 -1.59482 1.78844 -1.14
C 0.41205 -3.56469 1.12024 -1.18
H 0.45964 -6.34998 -2.45888 0.22
H 4.03420 2.27753 1.11783 0.36
O 4.29425 -6.02358 -3.23434 -0.31
H 1.38383 1.93662 5.55500 0.24
O 2.42883 3.29733 6.77878 -0.49
H -0.53387 3.23741 -4.56170 0.29
H 2.19403 -5.67054 -4.69846 0.44
H 1.49111 -3.47387 -3.86453 0.35
H -0.46508 -0.82657 1.21380 -0.23
C -2.53263 1.94034 -5.87667 -1.02
H 0.06853 2.86606 10.24081 0.40
H -3.76626 3.45508 4.65809 0.30
H -2.04208 4.76794 3.48595 0.37
O 2.14602 2.39663 0.18468 -0.26
H -2.06559 2.82163 -8.40997 0.26
H 1.03495 3.68267 5.27017 0.30
H -0.62076 -1.67159 2.81636 0.32
C -3.86852 -0.01692 -2.41408 1.37
H -2.21146 -4.51254 0.86610 0.29
```

Structure (SMILES): COC[C@H](C)N.COC[C@H](C)N.COC[C@H](C)N.COC[C@H](C)N.COC[C@H](C)N.COC[C@H](C)N.COC[C@H](C)N
Frontier orbital gap, eV: 9.6


Stability summary: most stable B), least stable A).